DFT (ωB97M-V/def2-TZVPD) results for 2 unconnected molecules or ions with the total composition CIO4S.

Cartesian coordinates (Å):
C: -2.6645 0.7870 -1.0206
O: 1.2475 -2.0922 -0.1201
O: -2.3863 0.1811 -0.0768
O: 1.2832 -0.1392 1.3363
O: 3.4573 -0.9503 0.3832
S: 1.9777 -0.9159 0.3211
I: -2.9149 3.1295 -0.8231

The value obtained for the frontier orbital gap (alpha / beta) is 0.319 / 0.089 Ha. As for the LUMO energy (alpha / beta): 2.667 / -0.191 eV. As for the energy above the lowest of the compared OMol25 structures with the same formula, charge and spin: 53.1 kcal per mole. The net charge is -1.



DFT (ωB97M-V/def2-TZVPD) results for 2 unconnected molecules or ions with the total composition CClF3OS.

Cartesian coordinates (Å):
C: 0.6477 -0.3436 0.0210
O: 1.0511 2.1048 -0.1051
F: 1.8746 -0.4630 0.5084
F: 0.7161 -0.5255 -1.2968
F: -4.3604 0.0521 -1.1761
S: -0.0921 1.3410 0.3581
Cl: -0.3678 -1.6349 0.8500

The value obtained for the frontier orbital gap (alpha / beta) is 0.204 / 0.338 Ha. As for the LUMO energy (alpha / beta): -4.417 / -1.824 eV. As for the energy above the lowest of the compared OMol25 structures with the same formula, charge and spin: 83.1 kcal per mole. The net charge is 0.



DFT (ωB97M-V/def2-TZVPD) results for a molecular structure, C15H27AuN3S3Si2.

Cartesian coordinates (Å):
Au: 1.2656 -0.2109 -0.0780
C: 2.3063 -0.9111 3.0648
Si: 0.5799 -0.7888 2.2736
C: -0.4785 0.3403 3.2632
C: -0.4165 -2.4246 1.8586
C: -1.1202 -3.0503 2.9365
C: -1.8327 -4.2086 2.7291
C: -1.8634 -4.7814 1.4746
C: -1.3071 -4.1670 0.3772
C: -0.4773 -3.0338 0.5653
Si: 0.4447 -2.4421 -0.9001
C: -0.5454 -2.2918 -2.4796
C: 1.9205 -3.4777 -1.1730
H: 2.3884 -1.5954 3.9475
H: 2.5632 0.0554 3.4047
H: 3.1192 -1.0437 2.3968
H: -0.8689 -0.0539 4.2395
H: -1.3671 0.4910 2.6389
H: 0.0349 1.3054 3.3612
H: -1.1248 -2.5118 3.8939
H: -2.4552 -4.5804 3.5209
H: -2.4269 -5.6987 1.2478
H: -1.5832 -4.5351 -0.6008
H: -0.7201 -3.2342 -3.0100
H: -0.0308 -1.6504 -3.2111
H: -1.5146 -1.7583 -2.3431
H: 1.6049 -4.3924 -1.6956
H: 2.3629 -3.8093 -0.1984
H: 2.6608 -2.9340 -1.7567
S: 2.9873 1.5000 -0.6995
C: 2.0990 2.8091 -0.1799
N: 1.5638 3.7867 -0.9222
C: 0.8705 4.8978 -0.2576
C: 0.5699 4.3635 1.1601
S: 1.7954 3.0516 1.5111
H: 1.6075 3.6714 -1.9021
H: -0.0323 5.0319 -0.8228
H: 1.4772 5.8090 -0.3454
H: -0.3745 3.7827 1.1562
H: 0.7153 5.1521 1.9082
C: -1.9984 3.0963 -3.6168
N: -1.9243 2.5123 -2.2772
C: -1.0249 1.6224 -1.8611
N: -0.1834 1.0885 -2.7627
S: -0.8707 1.0226 -0.1850
H: -2.5811 3.9779 -3.5169
H: -2.4472 2.4088 -4.3606
H: -0.9789 3.2810 -3.9797
H: -2.6089 2.6986 -1.5146
H: -0.4246 1.2706 -3.7840
H: 0.6444 0.5588 -2.4950

As for the spin multiplicity: 3. The value obtained for the frontier orbital gap (alpha / beta) is 0.230 / 0.244 Ha. As for the LUMO energy (alpha / beta): -2.625 / -4.673 eV. The net charge is +1.



DFT (ωB97M-V/def2-TZVPD) results for a molecular structure, C16H44FeN4O4.

Cartesian coordinates (Å):
Fe: 2.4842 15.5172 19.0094
C: 1.4564 14.8715 24.4170
C: 0.7306 14.7640 23.0354
C: -0.7491 15.2028 23.2250
O: -1.5543 14.7093 22.1803
C: -2.8650 14.4825 22.4477
N: 1.4482 15.6871 22.0735
H: 1.1629 14.0780 25.1043
H: 1.2729 15.8625 24.8322
H: 2.5148 14.6494 24.2807
H: 0.9763 13.7866 22.6200
H: -0.6875 16.2907 23.2533
H: -1.2017 14.9070 24.1715
H: -3.0484 13.8929 23.3459
H: -3.1329 13.8170 21.6271
H: -3.4714 15.3778 22.5852
H: 2.3377 15.7684 22.5450
H: 1.0430 16.4922 22.5294
C: -2.0354 17.1970 17.7196
C: -1.0590 16.2940 18.4357
C: -1.0773 14.8028 18.0936
O: 0.0828 14.2475 18.6849
C: -0.1630 12.8190 19.0449
N: 0.2599 16.7943 18.1259
H: -1.9228 17.1566 16.6362
H: -2.1878 18.1978 18.1235
H: -3.0097 16.7826 17.9788
H: -1.1125 16.4463 19.5137
H: -1.1977 14.6022 17.0291
H: -2.0172 14.4470 18.5157
H: -0.9636 12.8070 19.7846
H: 0.7573 12.3354 19.3725
H: -0.4612 12.2772 18.1473
H: 0.1858 17.1230 17.1737
H: 0.1281 17.7586 18.3958
C: 5.4238 12.0490 21.3268
C: 5.5771 13.4876 20.7624
C: 7.1162 13.7922 20.4251
O: 7.1816 15.1247 20.2205
C: 8.4012 15.7897 20.5299
N: 4.7225 13.4916 19.5592
H: 5.8111 11.9224 22.3378
H: 5.6904 11.1949 20.7043
H: 4.3828 11.7999 21.5323
H: 5.2177 14.2401 21.4644
H: 7.3520 13.1524 19.5747
H: 7.6953 13.4986 21.3007
H: 8.4259 16.7793 20.0736
H: 9.2045 15.2188 20.0643
H: 8.7594 15.7934 21.5593
H: 4.2953 12.5890 19.7106
H: 5.4836 13.3707 18.9064
C: 5.9380 18.7531 17.3753
C: 4.7720 17.6758 17.3242
C: 4.8645 16.4758 16.3923
O: 3.6604 15.6810 16.6597
C: 3.6263 14.6189 15.6777
N: 4.5771 17.1691 18.6782
H: 6.0617 18.9864 18.4328
H: 5.6806 19.5927 16.7296
H: 6.8800 18.4425 16.9234
H: 3.8998 18.2980 17.1238
H: 5.6148 15.7405 16.6827
H: 4.9545 16.8609 15.3765
H: 4.1985 13.7492 16.0007
H: 3.8709 14.7564 14.6244
H: 2.5681 14.3913 15.8064
H: 4.3315 17.9797 19.2285
H: 5.5190 16.9623 18.9782

As for the spin multiplicity: 6. The value obtained for the frontier orbital gap (alpha / beta) is 0.253 / 0.095 Ha. As for the LUMO energy (alpha / beta): -10.652 / -14.257 eV. As for the energy above the lowest of the compared OMol25 structures with the same formula, charge and spin: 195.6 kcal per mole. The net charge is +3.



DFT (ωB97M-V/def2-TZVPD) results for C4H5N3 in the gas phase.

Cartesian coordinates (Å):
N: -2.1221 0.6623 0.3797
C: -1.4001 -0.4219 0.2587
C: -0.0627 -0.0681 -0.4044
N: 0.7693 0.8639 0.3580
C: 1.8724 0.2330 0.5178
N: 1.9786 -1.0790 -0.0282
C: 0.8305 -1.2552 -0.5724
H: -1.8302 1.6000 0.1020
H: -3.0346 0.6008 0.8131
H: -0.2715 0.3849 -1.3897
H: 2.7276 0.6546 1.0389
H: 0.5430 -2.1754 -1.0735

The value obtained for the frontier orbital gap is 0.341 Ha. As for the LUMO energy: 0.569 eV. As for the energy above the lowest of the compared OMol25 structures with the same formula, charge and spin: 73.9 kcal per mole. The net charge is 0.



DFT (ωB97M-V/def2-TZVPD) results for 7 unconnected molecules or ions with the total composition C10H36N6O7.

Cartesian coordinates (Å):
C: -3.2902 3.0029 -1.5223
O: -2.5414 2.5386 -2.4132
N: -3.4435 2.5140 -0.3149
N: -3.7933 4.1663 -1.5088
H: -3.0639 1.5910 -0.1597
H: -3.9899 3.1362 0.2634
H: -4.5424 4.2896 -0.8427
H: -3.7239 4.7703 -2.3154
C: -3.0979 -1.6864 -0.7585
O: -2.8909 -0.5324 -0.6643
N: -2.7422 -2.5920 0.1573
N: -3.5404 -2.3553 -1.8528
H: -2.9523 -3.5721 0.0332
H: -2.2254 -2.2724 0.9641
H: -3.5630 -3.3465 -1.6599
H: -3.9314 -1.9175 -2.6748
C: 2.9928 -2.8367 2.7888
C: 1.4794 -2.7344 2.7029
C: 0.7217 -2.7733 1.3996
O: 1.1528 -1.8454 0.5028
C: 0.9349 -2.1712 -0.8488
N: 0.9262 -3.8411 3.4118
H: 3.5069 -2.2038 2.0655
H: 3.3153 -3.8112 2.4222
H: 3.4299 -2.4827 3.7225
H: 1.1844 -1.8030 3.1864
H: -0.3580 -2.6605 1.4981
H: 0.8365 -3.7932 1.0325
H: 1.5465 -3.0169 -1.1631
H: 0.8575 -1.3015 -1.5013
H: -0.0604 -2.6037 -0.9507
H: 1.3597 -4.5955 2.8990
H: 1.3141 -4.0817 4.3128
C: 1.0825 3.0704 -0.3410
C: 1.5825 1.7037 0.2333
C: 2.3215 1.7414 1.5696
O: 3.1492 2.9706 1.6327
C: 4.0187 3.0291 2.7917
N: 0.3386 0.8737 0.3190
H: 1.8614 3.8307 -0.3997
H: 0.4555 3.4570 0.4624
H: 0.6256 3.1408 -1.3281
H: 2.2938 1.2442 -0.4530
H: 2.8974 0.8207 1.6641
H: 1.5641 1.7411 2.3535
H: 4.4444 4.0190 2.6277
H: 4.8127 2.2824 2.7987
H: 3.4099 3.0068 3.6956
H: -0.2131 0.7243 -0.5137
H: 0.4708 -0.0647 0.6683
O: -0.5850 0.4671 -2.1177
H: -1.2868 -0.1820 -2.0700
H: -1.0342 1.2938 -2.2936
O: -2.6928 0.4077 -4.4852
H: -3.4285 -0.0430 -4.0705
H: -2.5792 1.2061 -3.9697
O: 1.9309 0.0819 -3.5496
H: 1.6106 -0.1320 -4.4259
H: 1.1413 0.1305 -3.0107

As for the spin multiplicity: 2. The value obtained for the frontier orbital gap (alpha / beta) is 0.080 / 0.296 Ha. As for the LUMO energy (alpha / beta): 2.660 / 2.639 eV. The net charge is -1.



| no. | electronic energy (eV) | F_max (hartree/bohr) |
| --- | --- | --- |
| 1 | -28162.136 | 0.056 |
| 2 | -34589.745 | 0.048 |
| 3 | -72411.290 | 0.054 |
| 4 | -65807.309 | 0.066 |
| 5 | -8696.609 | 0.011 |
| 6 | -34225.125 | 0.138 |